Record 1
{
  "formula": "C33H72Cl10N2O17",
  "method": "ωB97M-V/def2-TZVPD",
  "species": ["C", "C", "C", "O", "C", "N", "H", "H", "H", "H", "H", "H", "H", "H", "H", "H", "H", "C", "C", "C", "O", "C", "N", "H", "H", "H", "H", "H", "H", "H", "H", "H", "H", "H", "C", "C", "O", "C", "O", "O", "C", "H", "H", "H", "H", "H", "H", "H", "H", "C", "C", "O", "C", "O", "O", "C", "H", "H", "H", "H", "H", "H", "H", "H", "C", "C", "O", "C", "O", "O", "C", "H", "H", "H", "H", "H", "H", "H", "H", "C", "C", "O", "C", "O", "O", "C", "H", "H", "H", "H", "H", "H", "H", "H", "C", "C", "O", "C", "O", "O", "C", "H", "H", "H", "H", "H", "H", "H", "H", "C", "Cl", "Cl", "H", "H", "C", "Cl", "Cl", "H", "H", "C", "Cl", "Cl", "H", "H", "C", "Cl", "Cl", "H", "H", "C", "Cl", "Cl", "H", "H"],
  "xyz": [[-1.87029, -1.15918, 1.57851], [-1.34090, -0.63292, 0.27005], [0.18798, -0.53074, 0.27080], [0.67232, 0.11515, -0.92792], [0.29882, 1.51440, -1.17235], [-1.80825, -1.67519, -0.61311], [-1.31553, -2.00494, 1.98473], [-2.92192, -1.44507, 1.55742], [-1.71730, -0.33002, 2.26930], [-1.86356, 0.26473, -0.06033], [0.71408, -1.45435, 0.51220], [0.47398, 0.10006, 1.11247], [0.80899, 2.03133, -0.35958], [-0.76970, 1.72854, -1.14953], [0.61762, 1.80551, -2.17320], [-1.37503, -2.57372, -0.45479], [-1.24853, -1.37950, -1.40012], [-0.78120, 3.31315, -6.74393], [-0.22617, 2.49389, -5.49721], [-1.26519, 2.64929, -4.30173], [-1.18031, 3.90510, -3.59172], [-2.22163, 4.14824, -2.68884], [0.11917, 1.12759, -5.78102], [-0.03618, 3.43594, -7.53004], [-0.99005, 4.34561, -6.46376], [-1.73559, 2.94746, -7.12273], [0.72576, 2.89560, -5.14999], [-1.09903, 1.95231, -3.48033], [-2.24311, 2.49259, -4.75693], [-2.40682, 3.20671, -2.17183], [-3.06297, 4.54918, -3.25408], [-2.06334, 4.93856, -1.95506], [0.23598, 0.64849, -4.89959], [-0.72674, 0.69660, -6.12567], [-3.62822, -3.10121, -3.88434], [-2.49423, -2.26190, -4.47867], [-1.19403, -2.75237, -4.10521], [-0.20677, -1.93661, -3.69079], [-0.26905, -0.71798, -3.62617], [0.86574, -2.67450, -3.36427], [2.00646, -2.13557, -2.75297], [-3.46715, -4.17849, -3.92489], [-4.60150, -2.78392, -4.25872], [-3.67559, -2.95428, -2.80533], [-2.61789, -1.22886, -4.15366], [-2.51697, -2.24495, -5.56829], [2.88609, -2.26294, -3.38392], [2.27899, -2.77504, -1.91339], [1.93855, -1.07893, -2.49412], [0.28737, 1.50348, 3.96117], [0.33920, 2.80015, 4.71996], [1.51472, 3.53176, 4.28798], [1.39631, 4.55400, 3.34482], [0.30195, 4.91655, 2.82107], [2.62944, 5.04280, 3.08208], [2.72919, 6.06219, 2.14958], [0.39863, 1.66811, 2.88943], [-0.53175, 0.80374, 4.12696], [1.21839, 1.08585, 4.34442], [0.62318, 2.58222, 5.74949], [-0.57540, 3.39284, 4.73792], [2.33799, 5.79587, 1.16768], [3.77696, 6.34627, 2.05167], [2.15995, 6.94573, 2.43839], [-1.17457, -5.12664, 3.34088], [-2.46296, -4.60068, 3.87425], [-2.20138, -3.27729, 4.31983], [-3.19708, -2.52785, 4.89076], [-4.31744, -2.89733, 5.21984], [-2.68678, -1.32114, 5.12967], [-3.43082, -0.27557, 5.71552], [-1.19934, -6.21425, 3.27314], [-0.40427, -4.75481, 4.01650], [-0.84274, -4.68720, 2.40020], [-2.76133, -5.24409, 4.70196], [-3.18885, -4.53281, 3.06395], [-2.64537, 0.40571, 6.04267], [-3.99748, -0.65345, 6.56651], [-4.01934, 0.24438, 4.95962], [-1.46744, -6.80124, -2.59679], [-0.18275, -5.90457, -2.58179], [0.75688, -5.97057, -1.49864], [0.73407, -5.08468, -0.48158], [-0.03211, -4.13839, -0.34518], [1.73504, -5.43915, 0.37654], [2.03985, -4.43939, 1.35968], [-1.45227, -7.50636, -3.42787], [-2.39514, -6.25853, -2.77828], [-1.66742, -7.34150, -1.67146], [-0.46767, -4.86068, -2.71293], [0.34743, -6.02380, -3.52666], [2.42599, -3.58483, 0.80404], [2.88521, -4.86478, 1.90052], [1.23643, -4.17024, 2.04537], [7.43729, 5.78216, 1.84544], [6.57806, 4.95847, 0.92288], [5.78451, 4.10243, 1.69886], [4.76395, 3.50762, 1.04132], [4.23394, 3.86149, -0.05137], [4.31530, 2.54757, 1.78686], [3.16111, 1.84726, 1.34181], [8.12082, 6.44388, 1.31346], [8.04354, 5.22878, 2.56260], [6.88716, 6.53020, 2.41633], [7.15886, 4.28832, 0.28910], [5.94382, 5.47105, 0.19962], [2.40148, 2.60619, 1.15443], [2.80982, 1.15826, 2.10993], [3.37564, 1.35104, 0.39533], [-5.45371, 0.44382, 0.37813], [-5.02318, 0.72460, 2.09009], [-4.70843, 1.74488, -0.59708], [-5.11896, -0.55329, 0.09212], [-6.53370, 0.57056, 0.30285], [-2.89837, 3.70289, 2.27457], [-3.42226, 2.99321, 3.74400], [-1.58492, 2.83971, 1.43402], [-3.72486, 3.75827, 1.56609], [-2.70959, 4.77617, 2.29781], [-3.17293, -4.49516, -0.05798], [-4.76987, -3.72689, 0.30119], [-3.18531, -6.14835, 0.61596], [-2.95029, -4.56520, -1.12270], [-2.40356, -3.85299, 0.37071], [3.73180, -1.72286, 2.48894], [3.55120, -1.13480, 0.85441], [2.35735, -1.32638, 3.55294], [3.77694, -2.81158, 2.46160], [4.64789, -1.28758, 2.88823], [4.02085, 2.43668, -2.74255], [3.85928, 1.03715, -3.87766], [3.89083, 3.95955, -3.66416], [3.31430, 2.37408, -1.91492], [5.03192, 2.36614, -2.34147]],
  "orbital_gap_ha": 0.339,
  "smiles": "COC[C@H](C)N.COC[C@H](C)N.CCOC(=O)OC.CCOC(=O)OC.CCOC(=O)OC.CCOC(=O)OC.CCOC(=O)OC.ClCCl.ClCCl.ClCCl.ClCCl.ClCCl"
}

***

Record 2
{
  "formula": "C33H72Cl10N2O6P",
  "method": "ωB97M-V/def2-TZVPD",
  "species": ["C", "C", "C", "C", "N", "C", "C", "C", "C", "C", "H", "H", "H", "H", "H", "H", "H", "H", "H", "H", "H", "H", "H", "H", "H", "H", "H", "H", "H", "H", "C", "C", "C", "C", "N", "C", "C", "C", "C", "C", "H", "H", "H", "H", "H", "H", "H", "H", "H", "H", "H", "H", "H", "H", "H", "H", "H", "H", "H", "H", "C", "C", "O", "O", "H", "H", "H", "Cl", "C", "C", "Cl", "H", "H", "H", "H", "Cl", "C", "C", "Cl", "H", "H", "H", "H", "Cl", "C", "C", "Cl", "H", "H", "H", "H", "Cl", "C", "C", "Cl", "H", "H", "H", "H", "Cl", "C", "C", "Cl", "H", "H", "H", "H", "C", "O", "P", "O", "O", "C", "O", "C", "H", "H", "H", "H", "H", "H", "H", "H", "H"],
  "xyz": [[1.66845, 5.41668, -23.86711], [2.14177, 4.17462, -24.61450], [3.67166, 4.03874, -24.97251], [3.94292, 2.79021, -25.86469], [5.46806, 2.58098, -26.11924], [6.30408, 3.74739, -26.77105], [6.02663, 3.68501, -28.25043], [5.74189, 2.20864, -28.51763], [5.63440, 1.47618, -27.20416], [6.17429, 2.18269, -24.78360], [0.78473, 5.17932, -23.27482], [1.40861, 6.24493, -24.52635], [2.46221, 5.72866, -23.18834], [1.61036, 4.12792, -25.56504], [1.88160, 3.27947, -24.04961], [4.14265, 3.95914, -23.99275], [3.98857, 4.90029, -25.56023], [3.43417, 2.85817, -26.82627], [3.59531, 1.80905, -25.54126], [7.36603, 3.52116, -26.67523], [6.12512, 4.72956, -26.33353], [6.88899, 4.12648, -28.74998], [5.18435, 4.28492, -28.59507], [6.56844, 1.80764, -29.10426], [4.82940, 2.04734, -29.09160], [6.52327, 0.88854, -26.97462], [4.78647, 0.81016, -27.36393], [6.49067, 3.08554, -24.26122], [7.03965, 1.57437, -25.04672], [5.56870, 1.48641, -24.20349], [10.30425, 0.35413, -19.08830], [10.28519, 0.88671, -20.52376], [11.63399, 1.52275, -20.90463], [11.57733, 2.11728, -22.32606], [12.80237, 2.89970, -22.81924], [13.17846, 4.08375, -21.89545], [13.87079, 5.10484, -22.78444], [13.07901, 5.08011, -24.05868], [12.43997, 3.65479, -24.10302], [13.96694, 1.99596, -23.12872], [11.00374, -0.45419, -18.87516], [9.31306, -0.04551, -18.87402], [10.46388, 1.23611, -18.46802], [9.49159, 1.63390, -20.52914], [9.92609, 0.09766, -21.18449], [12.43908, 0.78832, -20.88159], [11.89218, 2.29369, -20.17862], [10.79991, 2.87978, -22.37399], [11.45845, 1.39623, -23.13479], [13.80081, 3.69835, -21.08783], [12.26339, 4.50382, -21.47799], [14.89916, 4.84031, -23.03056], [13.84472, 6.13847, -22.43943], [13.61509, 5.38539, -24.95731], [12.25913, 5.78665, -23.92938], [12.77214, 3.18043, -25.02646], [11.37074, 3.73140, -24.30043], [14.18830, 1.54581, -22.16101], [14.80082, 2.57138, -23.53074], [13.64232, 1.26945, -23.87364], [7.61246, 8.45137, -22.74734], [8.28466, 7.15855, -22.40478], [8.49382, 6.37859, -23.35873], [8.69130, 6.94794, -21.22493], [8.09371, 9.20301, -22.12161], [6.53663, 8.43561, -22.57288], [7.86218, 8.73021, -23.77105], [13.17898, 10.46547, -18.88064], [12.00590, 10.22572, -20.17166], [11.92113, 11.39691, -21.13261], [11.52823, 12.92122, -20.35797], [11.10173, 10.16814, -19.56566], [12.27243, 9.26471, -20.61158], [11.28547, 11.18202, -21.99160], [12.93393, 11.54270, -21.50823], [8.13822, 8.28503, -29.85405], [9.34944, 9.04603, -28.74753], [10.13893, 8.07241, -27.94118], [11.15973, 7.03659, -28.99114], [8.83922, 9.80500, -28.15446], [10.00942, 9.66464, -29.35568], [9.53286, 7.37416, -27.36393], [10.85611, 8.47978, -27.22857], [2.40811, 11.22756, -21.94646], [1.08316, 12.24509, -21.42862], [-0.27281, 12.03666, -22.20562], [-0.82202, 10.39564, -21.76774], [1.44940, 13.26119, -21.57525], [1.01759, 12.15243, -20.34454], [-0.06955, 12.15515, -23.26993], [-1.01562, 12.74163, -21.83230], [12.61925, 5.39515, -17.04391], [11.19127, 6.34872, -16.66614], [10.05100, 5.48825, -16.04978], [10.31860, 4.73735, -14.49139], [10.92239, 6.87921, -17.57958], [11.50506, 7.14002, -15.98535], [9.85339, 4.73558, -16.81302], [9.23879, 6.18274, -15.83510], [2.64896, 13.66506, -26.78845], [4.26277, 13.62685, -27.49680], [4.64130, 12.16401, -27.97701], [4.72902, 11.08504, -26.52907], [4.87893, 13.91397, -26.64474], [4.33585, 14.40340, -28.25820], [5.64414, 12.12507, -28.40234], [4.05190, 11.75984, -28.80004], [6.19352, 12.58346, -13.46771], [5.72359, 11.79166, -14.49536], [6.73574, 10.76663, -15.31289], [7.36208, 9.64696, -14.50011], [7.80383, 11.74272, -16.09582], [9.06226, 11.97744, -15.53218], [5.83688, 10.19331, -16.53702], [6.48308, 9.53716, -17.59610], [6.15157, 13.65324, -13.67240], [7.24789, 12.42568, -13.24071], [5.62571, 12.42479, -12.55090], [9.17929, 11.57141, -14.52742], [9.40972, 13.00574, -15.43230], [9.78500, 11.49165, -16.18774], [7.14838, 8.75036, -17.24053], [7.14850, 10.22908, -18.11242], [5.87074, 9.19232, -18.42930]],
  "orbital_gap_ha": 0.224,
  "total_charge": 1
}

***

Q: Which formula does entry 1 have?
A: C33H72Cl10N2O17